Below is C23H20BBr2F3N10ORe as an isolated structure at a distorted geometry, with properties calculated with ωB97M-V/def2-TZVPD.

## Properties
Total energy, eV: -192143.156
Relative energy (zero: lowest compared OMol25 entry of this formula, charge and spin), kcal/mol: 14.5

Structure (ORCA input):
```
! RIJCOSX wB97M-V def2-TZVPD def2/J DEFGRID3
* xyz 3 1
Re -0.781 0.146 -0.573
C 2.062 1.264 2.425
C 1.134 1.587 1.450
N 0.827 0.489 0.745
N 1.556 -0.532 1.236
C 2.298 -0.091 2.257
B 1.473 -1.948 0.597
N 1.646 -1.738 -0.921
C 2.576 -2.258 -1.731
C 2.387 -1.745 -3.003
C 1.283 -0.917 -2.892
N 0.824 -0.925 -1.632
N 0.047 -2.462 0.805
C -0.371 -3.630 1.303
C -1.756 -3.635 1.312
C -2.115 -2.409 0.781
N -1.022 -1.706 0.451
N 2.547 -2.855 1.159
C 3.889 -2.658 1.141
C 4.499 -3.781 1.671
C 3.434 -4.642 2.019
N 2.312 -4.040 1.745
H 2.502 1.908 3.159
H 0.703 2.547 1.239
H 2.945 -0.732 2.823
H 3.313 -2.959 -1.393
H 2.964 -1.950 -3.880
H 0.849 -0.353 -3.689
H 0.337 -4.381 1.618
H -2.404 -4.422 1.640
H -3.109 -2.036 0.633
H 4.335 -1.762 0.754
H 5.541 -3.959 1.852
H 3.469 -5.605 2.490
Br -5.192 4.088 2.724
C -3.866 3.007 1.917
C -3.631 1.699 2.353
C -2.697 0.938 1.682
N -1.991 1.388 0.644
C -2.136 2.682 0.273
C -3.080 3.505 0.874
C -1.182 3.151 -0.744
C -1.090 4.471 -1.164
C -0.101 4.839 -2.077
Br 0.049 6.631 -2.655
C 0.795 3.861 -2.515
C 0.651 2.574 -2.040
N -0.324 2.212 -1.199
H -4.176 1.279 3.182
H -2.520 -0.084 1.988
H -3.213 4.523 0.544
H -1.774 5.218 -0.801
H 1.583 4.100 -3.210
H 1.338 1.801 -2.362
F -1.933 -0.738 -3.050
C -1.511 0.447 -2.606
F -2.578 1.260 -2.504
F -0.753 0.979 -3.560
O -3.320 -0.505 -0.852
H -3.536 -1.282 -1.389
H -4.006 0.148 -1.044
*
```

=====

Below is C23H20Cl5N3PdS as an isolated structure, with properties calculated with ωB97M-V/def2-TZVPD.

## Properties
Total energy, eV: -105556.692
Relative energy (zero: lowest compared OMol25 entry of this formula, charge and spin), kcal/mol: 0.0

Structure (ORCA input):
```
! RIJCOSX wB97M-V def2-TZVPD def2/J DEFGRID3
* xyz 2 1
Pd -0.600 0.301 0.508
S 1.721 -0.673 4.103
C 0.061 -0.539 4.612
C -0.458 -0.732 5.891
C -1.824 -0.642 6.049
C -2.663 -0.372 4.958
C -2.153 -0.169 3.694
C -0.771 -0.242 3.531
N -0.030 -0.089 2.359
C 1.258 -0.322 2.508
C 2.049 -0.330 1.301
C 3.420 -0.547 1.209
C 4.024 -0.565 -0.040
C 3.267 -0.373 -1.187
C 1.886 -0.157 -1.120
C 1.327 -0.135 0.126
H 0.187 -0.959 6.729
H -2.256 -0.796 7.028
H -3.733 -0.334 5.111
H -2.808 0.017 2.852
H 4.006 -0.704 2.106
H 5.088 -0.735 -0.121
H 3.742 -0.392 -2.160
H 1.318 -0.018 -2.030
Cl -1.441 0.300 -1.759
C -1.470 -1.412 -1.300
C -0.991 -1.572 -0.030
C -0.906 -2.854 0.482
Cl -0.272 -3.184 2.044
C -1.342 -3.924 -0.321
Cl -1.260 -5.515 0.285
C -1.843 -3.710 -1.614
Cl -2.368 -5.013 -2.570
C -1.910 -2.411 -2.136
Cl -2.488 -2.055 -3.696
C -4.139 2.581 1.907
C -2.925 3.132 1.169
C -3.210 3.233 -0.323
C -2.486 4.470 1.752
N -1.854 2.098 1.381
N -0.545 2.417 0.862
H -4.974 3.272 1.806
H -3.934 2.468 2.975
H -4.445 1.617 1.499
H -4.055 3.901 -0.488
H -3.464 2.256 -0.737
H -2.380 3.662 -0.893
H -3.297 5.192 1.665
H -1.626 4.886 1.223
H -2.239 4.380 2.813
H -1.742 1.950 2.382
H 0.074 2.973 1.448
H -0.664 2.933 -0.007
*
```

=====

Below is C23H20ClF5OPRuTe as an isolated structure at a distorted geometry, with properties calculated with ωB97M-V/def2-TZVPD.

## Properties
Total energy, eV: -71494.994

Structure (ORCA input):
```
! RIJCOSX wB97M-V def2-TZVPD def2/J DEFGRID3
* xyz 0 6
C -0.962 -1.759 3.321
C -0.851 -2.260 1.992
C 0.542 -2.415 1.682
H -1.685 -2.470 1.328
C 1.301 -2.040 2.839
C 0.366 -1.643 3.868
H 0.621 -1.316 4.869
H -1.888 -1.528 3.837
H 0.958 -2.790 0.752
H 2.381 -2.075 2.940
Ru 0.292 -0.184 2.205
Cl 2.251 0.864 1.929
P 0.094 0.033 -0.572
C 1.307 -1.050 -1.358
C 0.988 -1.766 -2.523
H -0.025 -1.724 -2.929
C 1.969 -2.523 -3.164
H 1.710 -3.072 -4.068
C 3.271 -2.561 -2.651
H 4.040 -3.141 -3.168
C 3.593 -1.862 -1.481
H 4.604 -1.892 -1.075
C 2.611 -1.120 -0.836
H 2.848 -0.570 0.079
C -1.535 -0.431 -1.197
C -1.933 -1.776 -1.165
H -1.252 -2.548 -0.797
C -3.201 -2.137 -1.625
H -3.509 -3.188 -1.587
C -4.061 -1.160 -2.140
H -5.041 -1.443 -2.518
C -3.665 0.183 -2.163
H -4.329 0.951 -2.578
C -2.417 0.556 -1.658
H -2.113 1.605 -1.647
C 0.447 1.702 -1.153
C 0.955 1.860 -2.451
H 1.198 0.974 -3.048
C 1.136 3.140 -2.971
H 1.512 3.252 -3.986
C 0.831 4.256 -2.183
H 0.966 5.256 -2.598
C 0.361 4.101 -0.873
H 0.131 4.970 -0.260
C 0.179 2.824 -0.349
H -0.163 2.683 0.682
F 0.989 1.350 4.705
Te -0.690 2.189 4.327
F -0.536 3.017 6.030
F -1.512 0.690 5.168
F -2.386 2.995 4.095
F 0.201 3.651 3.500
O -0.897 1.338 2.625
*
```

=====

Below is C23H20ClMnN5O2S3 as an isolated structure, with properties calculated with ωB97M-V/def2-TZVPD.

## Properties
Total energy, eV: -112072.026
Relative energy (zero: lowest compared OMol25 entry of this formula, charge and spin), kcal/mol: 13.4

Structure (ORCA input):
```
! RIJCOSX wB97M-V def2-TZVPD def2/J DEFGRID3
* xyz -2 2
Mn -0.033 0.357 -0.816
C -5.105 3.558 2.515
C -4.018 2.574 2.173
C -4.262 1.201 2.131
C -3.288 0.303 1.751
C -1.974 0.696 1.407
N -1.015 -0.196 0.980
C -1.065 -1.432 1.565
C -1.292 -1.590 2.955
C -1.344 -2.812 3.586
C -1.134 -3.996 2.881
C -1.129 -5.338 3.564
C -0.879 -3.873 1.526
C -0.865 -2.643 0.872
N -0.646 -2.671 -0.532
C -0.920 -3.689 -1.379
C -0.306 -3.408 -2.574
C 0.328 -2.170 -2.366
N 0.101 -1.730 -1.139
C -1.759 2.087 1.443
C -2.752 2.991 1.801
N -0.488 2.618 1.098
C 0.213 3.563 1.757
C 1.317 3.865 0.991
C 1.202 3.033 -0.133
N 0.106 2.295 -0.066
H -5.791 3.145 3.257
H -5.699 3.826 1.636
H -4.691 4.483 2.922
H -5.255 0.830 2.366
H -3.533 -0.749 1.687
H -1.432 -0.685 3.534
H -1.524 -2.848 4.657
H -1.835 -5.360 4.397
H -0.143 -5.591 3.968
H -1.409 -6.135 2.872
H -0.670 -4.765 0.945
H -1.528 -4.520 -1.066
H -0.341 -3.991 -3.477
H 0.899 -1.555 -3.041
H -2.511 4.048 1.766
H -0.124 3.922 2.714
H 2.113 4.549 1.228
H 1.860 2.907 -0.977
S -2.165 1.232 -4.769
C -1.374 0.960 -3.301
S -2.163 0.510 -1.831
S 0.339 1.026 -3.091
Cl 4.568 1.581 0.893
C 4.175 -0.088 0.312
C 3.007 -0.096 -0.695
O 3.284 -0.410 -1.856
O 1.892 0.178 -0.177
H 3.912 -0.655 1.202
H 5.079 -0.465 -0.153
*
```

=====

Below is a 2-piece molecular cluster, C23H20F2O5S2 overall at a distorted geometry, with properties calculated with ωB97M-V/def2-TZVPD.

## Properties
Total energy, eV: -61513.275

Structure (ORCA input):
```
! RIJCOSX wB97M-V def2-TZVPD def2/J DEFGRID3
* xyz 0 1
C 5.098 3.193 1.789
C 3.839 2.408 1.729
C 2.636 2.934 2.205
F 2.674 4.205 2.743
C 1.428 2.280 2.109
C 1.341 1.013 1.450
C 0.094 0.361 1.192
C -1.147 1.064 1.263
C -1.272 2.435 0.889
C -2.459 3.103 1.130
F -2.529 4.452 0.884
C -3.587 2.495 1.684
C -4.836 3.273 1.918
C -3.477 1.135 1.993
C -2.310 0.424 1.765
C 2.589 0.431 1.091
C 3.773 1.135 1.146
H 5.887 2.620 1.296
H 4.987 4.144 1.257
H 5.439 3.425 2.806
H 0.533 2.739 2.535
H 0.088 -0.730 1.306
H -0.426 2.971 0.458
H -5.561 2.637 2.435
H -4.666 4.161 2.539
H -5.293 3.619 0.981
H -4.330 0.639 2.459
H -2.244 -0.633 2.022
H 2.598 -0.599 0.752
H 4.692 0.711 0.722
C -0.744 0.111 -2.760
O -0.549 -0.030 -1.307
C -0.280 -1.215 -0.771
S 1.272 -2.015 -1.142
O 2.056 -1.162 -2.017
O 1.826 -2.560 0.087
C 0.651 -3.414 -2.055
C -0.691 -3.695 -1.849
C -1.292 -4.757 -2.526
C -0.517 -5.538 -3.383
C 0.843 -5.264 -3.568
C 1.449 -4.219 -2.868
S -1.532 -2.500 -0.782
O -1.609 -3.000 0.578
O -2.712 -2.060 -1.496
H -1.658 -0.430 -3.026
H -0.842 1.186 -2.934
H 0.136 -0.285 -3.269
H -2.350 -4.951 -2.360
H -0.979 -6.375 -3.907
H 1.443 -5.860 -4.261
H 2.523 -4.015 -2.934
*
```

=====

Below is an isolated ion of composition C23H20F3 and charge +1 at a distorted geometry, with properties calculated with ωB97M-V/def2-TZVPD.

## Properties
Total energy, eV: -32319.645
Relative energy (zero: lowest compared OMol25 entry of this formula, charge and spin), kcal/mol: 15.9

Structure (ORCA input):
```
! RIJCOSX wB97M-V def2-TZVPD def2/J DEFGRID3
* xyz 1 1
C 1.444 1.296 2.803
C 0.921 0.117 2.013
C 0.956 0.289 0.536
C 0.570 -1.152 2.712
C 0.742 -1.397 4.128
C 0.576 -2.652 4.697
C 0.150 -3.748 3.943
C -0.115 -3.538 2.598
C 0.049 -2.285 2.010
H 1.398 1.035 3.866
H 2.471 1.676 2.547
H 0.785 2.184 2.683
H 0.671 -0.657 0.000
H 1.901 0.605 0.119
H 1.003 -0.550 4.821
H 0.820 -2.823 5.744
H 0.141 -4.740 4.387
H -0.411 -4.376 2.012
H -0.270 -2.160 0.975
F 2.715 0.063 -5.939
C 2.408 1.354 -5.622
F 3.596 1.995 -5.458
F 1.812 1.923 -6.739
C 1.542 1.435 -4.391
C 1.881 2.310 -3.384
C 1.259 2.238 -2.159
C 0.319 1.233 -1.895
C -0.096 1.063 -0.398
C -1.578 0.622 -0.199
C -2.383 1.367 0.663
C -3.545 0.786 1.191
C -3.971 -0.453 0.748
C -3.198 -1.162 -0.144
C -1.995 -0.637 -0.655
C -0.220 0.550 -3.041
C 0.491 0.558 -4.238
H 2.625 3.071 -3.586
H 1.540 2.967 -1.389
H 0.027 2.070 0.033
H -2.063 2.369 0.999
H -4.144 1.358 1.882
H -4.954 -0.829 1.059
H -3.526 -2.116 -0.538
H -1.362 -1.225 -1.309
H -1.183 0.020 -3.009
H 0.203 -0.056 -5.075
*
```